# 1
Here is a 9-piece molecular cluster, C23H52O15S4 overall in a non-equilibrium geometry from the OMol25 dataset. Energies are from ωB97M-V/def2-TZVPD.

Its SMILES is O=S1(=O)CCCC1.O=S1(=O)CCCC1.O=S1(=O)CCCC1.O=S1(=O)CCCC1.O=C1OCCO1.CO.CO.CO.CO. The total charge is 0. The value obtained for the HOMO energy is -0.3665 hartree. The orbital gap comes out at 10.23 eV. As for the total energy: -98743.6176 eV.

Geometry (Å):
O (-24.3578, -5.6571, -3.0745)
S (-25.2177, -6.7244, -2.5660)
O (-26.5308, -6.4228, -2.0135)
C (-25.3821, -8.0427, -3.7284)
C (-25.2070, -9.3932, -2.9950)
C (-24.2170, -9.1506, -1.8473)
C (-24.5237, -7.7447, -1.2515)
H (-24.5833, -7.8979, -4.4363)
H (-26.3871, -7.8812, -4.1289)
H (-26.2290, -9.5116, -2.5715)
H (-24.7640, -10.2019, -3.5709)
H (-23.1733, -9.0712, -2.0899)
H (-24.4401, -9.9215, -1.0476)
H (-23.6209, -7.2403, -0.9384)
H (-25.3054, -7.6682, -0.4741)
O (-15.1197, -6.6053, 0.5484)
S (-15.3147, -7.7572, -0.3393)
O (-15.2662, -7.5209, -1.7579)
C (-14.1973, -9.0612, 0.0378)
C (-15.0730, -10.2499, 0.2010)
C (-16.3008, -9.8308, 0.9022)
C (-16.7894, -8.6143, 0.1634)
H (-13.6865, -8.7095, 0.9889)
H (-13.4840, -9.1907, -0.8223)
H (-15.4853, -10.5863, -0.7573)
H (-14.5531, -11.0908, 0.6701)
H (-16.1393, -9.5756, 1.9531)
H (-17.0534, -10.6083, 0.8899)
H (-17.3369, -7.8300, 0.7199)
H (-17.3490, -9.0370, -0.6583)
O (-20.4391, -10.0304, -4.1263)
S (-20.6571, -11.4631, -4.1297)
O (-21.8201, -12.1186, -4.6385)
C (-19.0692, -12.1652, -4.7933)
C (-18.3634, -12.8588, -3.5888)
C (-18.8801, -12.2313, -2.2444)
C (-20.3600, -12.0214, -2.4309)
H (-18.5771, -11.3143, -5.1647)
H (-19.3012, -12.9047, -5.5892)
H (-18.5614, -13.9262, -3.6085)
H (-17.2848, -12.6953, -3.7160)
H (-18.3758, -11.3430, -1.9046)
H (-18.8107, -12.9537, -1.4375)
H (-20.7670, -11.2725, -1.7433)
H (-20.9469, -12.9443, -2.3041)
O (-24.7039, -7.0763, -8.7144)
S (-24.7235, -6.3946, -7.4593)
O (-25.7753, -6.6815, -6.4964)
C (-23.1887, -6.5524, -6.7022)
C (-22.2583, -5.6362, -7.4069)
C (-22.9814, -4.2528, -7.4395)
C (-24.4927, -4.5994, -7.7464)
H (-22.9440, -7.6104, -6.7305)
H (-23.3124, -6.1144, -5.7232)
H (-21.3434, -5.5285, -6.8248)
H (-22.0470, -6.0099, -8.4033)
H (-22.6183, -3.5299, -8.1536)
H (-22.8918, -3.8096, -6.4627)
H (-24.6968, -4.5318, -8.8041)
H (-25.2738, -4.0642, -7.2208)
O (-20.2092, -8.7646, -0.7676)
C (-20.2502, -8.1818, -1.8074)
O (-21.4141, -7.5228, -2.1397)
C (-21.2913, -7.0367, -3.4403)
C (-19.8234, -7.2013, -3.7696)
O (-19.3037, -8.0705, -2.7252)
H (-21.9127, -7.6983, -4.0382)
H (-21.6994, -6.0204, -3.4652)
H (-19.2042, -6.3446, -3.6464)
H (-19.6338, -7.6281, -4.7510)
C (-16.9364, -8.6623, -4.2310)
O (-16.4189, -9.7750, -3.4904)
H (-17.8338, -8.9277, -4.7684)
H (-17.3221, -7.8232, -3.6209)
H (-16.1713, -8.1757, -4.8314)
H (-15.6402, -9.4705, -3.0169)
C (-16.7814, -4.7119, -6.0720)
O (-16.8493, -4.4246, -7.4884)
H (-17.7848, -4.7736, -5.6621)
H (-16.2734, -5.6763, -5.9318)
H (-16.2976, -3.8875, -5.5814)
H (-16.7288, -5.2326, -7.9573)
C (-20.7532, -9.1930, -7.5967)
O (-20.6045, -8.4813, -6.3530)
H (-21.5993, -9.8883, -7.5205)
H (-20.9111, -8.4160, -8.3179)
H (-19.8529, -9.6554, -7.8959)
H (-20.7468, -9.0480, -5.6134)
C (-16.6064, -4.9247, -2.4251)
O (-17.3803, -5.5959, -1.3812)
H (-15.5328, -4.8105, -2.1819)
H (-16.6516, -5.4567, -3.3755)
H (-16.8938, -3.8916, -2.5066)
H (-17.0819, -5.2934, -0.5075)

Cartesian forces (eV/Å) of the 2 atoms listed first:
-0.4823 -0.9219 0.3403
-0.4656 -0.1079 1.3116

These are the Löwdin partial charges, in e, on atoms 1 to 8: -0.33 0.69 -0.34 -0.25 -0.18 -0.20 -0.21 0.07

---

# 2
Here is a 10-piece molecular cluster, C46H113N5O13 overall in a non-equilibrium geometry from the OMol25 dataset. Energies are from ωB97M-V/def2-TZVPD.

Its SMILES is CC1(C)CCCC(C)(C)N1O.CC1(C)CCCC(C)(C)N1O.COCCNCCOC.COCCNCCOC.COCCNCCOC.CCO.CCO.CCO.CCO.CCO. The total charge is 0. The value obtained for the HOMO energy is -0.2925 hartree. The orbital gap comes out at 8.30 eV. As for the total energy: -83588.1877 eV.

Geometry (Å):
C (13.9537, 1.4906, -16.2383)
C (14.4556, 0.9614, -14.8142)
C (15.9511, 1.2943, -14.6021)
C (13.6411, 1.7100, -13.6989)
C (13.6785, 1.0803, -12.2414)
C (13.3408, -0.3464, -12.2358)
C (14.0965, -1.2201, -13.3526)
C (15.5343, -1.6381, -12.8807)
C (13.3553, -2.5928, -13.5375)
N (14.1014, -0.4851, -14.6520)
O (14.1641, -1.2288, -15.7721)
H (14.4661, 0.8396, -16.9466)
H (12.8693, 1.4507, -16.3408)
H (14.2953, 2.5201, -16.3460)
H (16.4750, 0.6339, -15.2931)
H (16.3388, 2.3002, -14.7638)
H (16.2767, 1.0233, -13.5978)
H (13.9982, 2.7359, -13.6091)
H (12.6063, 1.6362, -14.0334)
H (14.6641, 1.1287, -11.7785)
H (12.8757, 1.6245, -11.7439)
H (12.2623, -0.4771, -12.3241)
H (13.6306, -0.8474, -11.3122)
H (16.3131, -1.7338, -13.6374)
H (15.4578, -2.4125, -12.1174)
H (15.8871, -0.7641, -12.3333)
H (13.8320, -3.2097, -14.2993)
H (12.3597, -2.4612, -13.9610)
H (13.3190, -3.0957, -12.5711)
H (13.2401, -1.1426, -16.0176)
C (13.9685, 7.8060, -20.8215)
C (13.7900, 8.9647, -21.8423)
C (14.0423, 8.4585, -23.2652)
C (12.3766, 9.6610, -21.9188)
C (12.1276, 10.4457, -20.5871)
C (13.2634, 11.4441, -20.4153)
C (14.6931, 10.8720, -20.4075)
C (15.6417, 12.0726, -20.6267)
C (14.8429, 10.2339, -18.9890)
N (14.8211, 9.9905, -21.5324)
O (16.1498, 9.5511, -21.7386)
H (14.2000, 8.0556, -19.7860)
H (13.1749, 7.0656, -20.9217)
H (14.8290, 7.2187, -21.1420)
H (15.0719, 8.1774, -23.4868)
H (13.3528, 7.6911, -23.6170)
H (13.9994, 9.2176, -24.0462)
H (12.3976, 10.4595, -22.6605)
H (11.5579, 8.9445, -21.9862)
H (11.1629, 10.9476, -20.5140)
H (11.9930, 9.6820, -19.8211)
H (12.9419, 11.6732, -19.3993)
H (13.2086, 12.3954, -20.9446)
H (16.7173, 11.9553, -20.4945)
H (15.3770, 12.9244, -20.0002)
H (15.6078, 12.3393, -21.6830)
H (14.8202, 11.1249, -18.3616)
H (15.8274, 9.7692, -18.9343)
H (14.0105, 9.6813, -18.5533)
H (16.5694, 9.3465, -20.8998)
C (13.3049, -4.0954, -17.5817)
O (14.2028, -4.2118, -18.7515)
C (14.2647, -3.1113, -19.7997)
C (15.1694, -3.5305, -20.9401)
N (15.1109, -4.9587, -21.1720)
C (14.1722, -5.4351, -22.1879)
C (12.7418, -5.0681, -21.8079)
O (12.1884, -3.8156, -22.2258)
C (11.7299, -3.9116, -23.6238)
H (12.3476, -4.4629, -17.9513)
H (13.3575, -3.0791, -17.1912)
H (13.5256, -4.6876, -16.6936)
H (14.4771, -2.1242, -19.3890)
H (13.2528, -3.1022, -20.2050)
H (16.2113, -3.2869, -20.7325)
H (14.9427, -2.9120, -21.8085)
H (14.7084, -5.1491, -20.2655)
H (14.2084, -6.5134, -22.3429)
H (14.4913, -4.9397, -23.1049)
H (12.6948, -5.0092, -20.7205)
H (12.0446, -5.7983, -22.2187)
H (11.0992, -3.0303, -23.7411)
H (11.1307, -4.8171, -23.7196)
H (12.4525, -3.6429, -24.3944)
C (13.7501, 3.9382, -23.7598)
O (13.0218, 3.6840, -22.5313)
C (11.6951, 4.1881, -22.3878)
C (11.1462, 3.6751, -21.0542)
N (10.2036, 2.5505, -21.1869)
C (9.4478, 2.3427, -19.9357)
C (10.2499, 1.3905, -18.9041)
O (10.4296, 0.0795, -19.4704)
C (11.1780, -0.6755, -18.5307)
H (14.7571, 3.5336, -23.6574)
H (13.8157, 5.0260, -23.7819)
H (13.2790, 3.4142, -24.5914)
H (11.0828, 3.8931, -23.2400)
H (11.6941, 5.2780, -22.3735)
H (10.6132, 4.4571, -20.5133)
H (12.0219, 3.3549, -20.4897)
H (10.6084, 1.6302, -21.2833)
H (8.4594, 1.9408, -20.1581)
H (9.1917, 3.2289, -19.3551)
H (9.6468, 1.4168, -17.9965)
H (11.2480, 1.7466, -18.6491)
H (11.4552, -1.6961, -18.7947)
H (10.4902, -0.7435, -17.6878)
H (12.0995, -0.1980, -18.1977)
C (16.9461, -1.0074, -17.8846)
O (16.7848, -0.0860, -18.9143)
C (17.1226, 1.2642, -18.5513)
C (16.5233, 2.2493, -19.6691)
N (17.4269, 2.3501, -20.7926)
C (17.2853, 3.5941, -21.4927)
C (17.9251, 3.5292, -22.9723)
O (17.4558, 4.6979, -23.6500)
C (18.5417, 5.6154, -23.9247)
H (16.4308, -0.7712, -16.9536)
H (17.9918, -1.2369, -17.6800)
H (16.5417, -1.9722, -18.1909)
H (18.2011, 1.3876, -18.4528)
H (16.7280, 1.5311, -17.5709)
H (16.4598, 3.2351, -19.2084)
H (15.5730, 1.9774, -20.1286)
H (17.1491, 1.5569, -21.3528)
H (17.6797, 4.4947, -21.0220)
H (16.2366, 3.7625, -21.7374)
H (17.4434, 2.7348, -23.5424)
H (18.9898, 3.2960, -22.9749)
H (18.9881, 5.9054, -22.9736)
H (18.1976, 6.5089, -24.4456)
H (19.3252, 5.0927, -24.4733)
C (13.6927, -0.7729, -23.1051)
C (14.3208, 0.6328, -23.3908)
O (15.7092, 0.3937, -23.7555)
H (14.0868, -1.5142, -23.8003)
H (12.6059, -0.8256, -23.1703)
H (13.9031, -1.1603, -22.1083)
H (14.1388, 1.3513, -22.5916)
H (13.8979, 1.0573, -24.3013)
H (16.1021, -0.0464, -22.9982)
C (11.0382, 6.1002, -18.7662)
C (11.6750, 6.6660, -17.3970)
O (12.4873, 5.6950, -16.7890)
H (10.1367, 6.6294, -19.0748)
H (10.8253, 5.0449, -18.5952)
H (11.8972, 6.1443, -19.4357)
H (10.8447, 6.9328, -16.7432)
H (12.2481, 7.5814, -17.5449)
H (13.1803, 6.0187, -16.2088)
C (8.2902, 5.2913, -22.1871)
C (6.6972, 5.3234, -22.3514)
O (6.1109, 6.3616, -21.5532)
H (8.5504, 5.8405, -21.2822)
H (8.7122, 5.7607, -23.0757)
H (8.6618, 4.2779, -22.3384)
H (6.2566, 4.4034, -21.9672)
H (6.3961, 5.3598, -23.3983)
H (6.1762, 7.1297, -22.1254)
C (13.9338, 4.5572, -27.0531)
C (12.7284, 3.9823, -27.7856)
O (12.6217, 4.8185, -28.9638)
H (14.6006, 3.8815, -26.5174)
H (13.6512, 5.3477, -26.3580)
H (14.5710, 5.0882, -27.7603)
H (11.9644, 3.9074, -27.0118)
H (12.9920, 2.9751, -28.1083)
H (12.2909, 4.3470, -29.7318)
C (8.8771, -1.0921, -14.3248)
C (8.4515, 0.3340, -14.6728)
O (8.7639, 1.1930, -13.6444)
H (8.7785, -1.8376, -15.1138)
H (8.1683, -1.4759, -13.5910)
H (9.8165, -1.2435, -13.7931)
H (7.3658, 0.2883, -14.7574)
H (8.8158, 0.6214, -15.6591)
H (8.0212, 1.7558, -13.4133)

Cartesian forces (eV/Å) of the 2 atoms listed first:
1.2105 -0.9057 1.6928
-1.0739 0.9893 0.9759

These are the Löwdin partial charges, in e, on atoms 1 to 8: -0.01 -0.44 -0.03 -0.11 -0.18 -0.15 -0.42 -0.03

---

# 3
Here is the molecule C17H22N4O7S in a non-equilibrium geometry from the OMol25 dataset. Energies are from ωB97M-V/def2-TZVPD.

Its SMILES is CCOC(=O)CNC(=O)CCNS(=O)(=O)c1ccc2c(c1)c(=O)n(C)c(=O)n2C. The total charge is 0. The value obtained for the HOMO energy is -0.3221 hartree. The orbital gap comes out at 8.04 eV. As for the total energy: -49098.6819 eV.

Geometry (Å):
C (4.8111, -2.8252, -0.5578)
C (4.2396, -1.7036, 0.2352)
O (3.8740, -2.4238, 1.3663)
C (2.6833, -2.8552, 1.5842)
O (2.0715, -2.9104, 0.6807)
C (2.0841, -3.3974, 2.9011)
N (0.7217, -3.0605, 3.1759)
C (-0.2129, -3.7844, 2.7824)
O (-0.1975, -5.0095, 2.7354)
C (-1.6841, -3.2804, 2.8176)
C (-1.8483, -2.6366, 1.2816)
N (-0.5984, -1.7715, 0.9378)
S (-0.0622, -0.3386, 1.4981)
O (1.3138, -0.3189, 1.6032)
O (-1.0229, -0.1962, 2.7886)
C (-0.8316, 0.8810, 0.5491)
C (-2.2898, 1.2938, 0.6330)
C (-2.5256, 2.4427, -0.0103)
C (-1.9541, 2.7161, -1.2676)
C (-0.6416, 2.0527, -1.4060)
C (-0.1657, 1.0126, -0.7523)
C (0.0868, 2.2289, -2.9169)
O (1.1227, 1.8552, -3.1087)
N (-0.6074, 3.2546, -3.6477)
C (0.3001, 3.6147, -4.9619)
C (-1.5876, 3.9360, -3.3354)
O (-2.0753, 4.8049, -4.2131)
N (-2.5248, 3.6046, -2.2300)
C (-3.5340, 4.4527, -1.8515)
H (3.8527, -3.6309, -0.8966)
H (5.5730, -3.5620, 0.0591)
H (5.1423, -2.4900, -1.5062)
H (4.9454, -1.0348, 0.5574)
H (3.4762, -1.2320, -0.2167)
H (2.8741, -2.7608, 3.6341)
H (2.3109, -4.2701, 2.8733)
H (0.5528, -1.8652, 3.1553)
H (-1.5451, -2.3969, 3.3373)
H (-2.4411, -3.8347, 3.0246)
H (-1.8806, -3.3708, 0.6355)
H (-2.7176, -1.9897, 1.4389)
H (0.1855, -2.4259, 0.6313)
H (-2.6117, 1.2745, 1.5798)
H (-3.3502, 2.8609, -0.0567)
H (0.8659, 0.6802, -0.6549)
H (1.1827, 3.0505, -4.9589)
H (-0.6207, 3.4788, -5.6479)
H (0.3251, 4.6215, -5.0161)
H (-3.5958, 4.8642, -1.0750)
H (-4.4727, 3.5359, -1.7795)
H (-3.6880, 5.1083, -2.8610)

Cartesian forces (eV/Å) of the 2 atoms listed first:
-1.2197 -4.5645 -0.8888
1.4849 -4.0756 0.3785

These are the natural (NBO) partial charges, in e, on atoms 1 to 8: -0.61 -0.08 -0.51 0.81 -0.62 -0.24 -0.61 0.65

---

# 4
Here is a 3-piece molecular cluster, C3H10O3 overall from the OMol25 dataset. Energies are from ωB97M-V/def2-TZVPD.

Its SMILES is CCC=O.O.O. The total charge is 0. Its energy above the lowest of the compared OMol25 structures with the same formula, charge and spin is 0.4585 eV. The value obtained for the HOMO energy is -0.3678 hartree. The orbital gap comes out at 10.75 eV. As for the total energy: -9415.0744 eV.

Geometry (Å):
C (-0.2701, -1.5459, 0.9536)
C (1.1062, -1.9039, 0.3660)
C (2.2264, -1.4302, 1.2352)
O (2.3412, -0.2811, 1.5863)
H (-1.0412, -2.1001, 0.4261)
H (-0.2597, -1.7465, 2.0154)
H (-0.4425, -0.4808, 0.8564)
H (1.2817, -1.4121, -0.5930)
H (1.1624, -2.9962, 0.2647)
H (2.9985, -2.1046, 1.6223)
O (-2.9232, 3.4188, -4.9602)
H (-3.2304, 2.8714, -5.6962)
H (-3.0124, 2.8465, -4.1889)
O (-0.2141, 2.1621, 2.3251)
H (-0.3818, 2.8771, 1.6917)
H (0.6591, 1.8254, 2.0956)

Cartesian forces (eV/Å) of the 2 atoms listed first:
0.6934 0.4038 -0.3855
-0.0980 -0.6117 0.2055

These are the natural (NBO) partial charges, in e, on atoms 1 to 8: -0.60 -0.51 0.44 -0.54 0.21 0.21 0.23 0.23

---

# 5
Here is the molecule C4H7NO2 in a non-equilibrium geometry from the OMol25 dataset. Energies are from ωB97M-V/def2-TZVPD.

Its SMILES is C[C@@H](O)[C@@H](O)C#N. The total charge is 0. Its energy above the lowest of the compared OMol25 structures with the same formula, charge and spin is 1.9759 eV. The value obtained for the HOMO energy is -0.4049 hartree. The orbital gap comes out at 11.55 eV. As for the total energy: -9845.3038 eV.

Geometry (Å):
C (0.7599, -1.4525, 0.0846)
C (0.6709, 0.0480, 0.2595)
O (1.2270, 0.6611, -0.9652)
C (-0.6591, 0.7610, 0.4211)
O (-0.9229, 1.9732, -0.1988)
C (-1.7826, -0.2989, 0.0089)
N (-2.6651, -0.9155, -0.3867)
H (0.2296, -1.7713, -0.8099)
H (1.8017, -1.7364, -0.0405)
H (0.3843, -1.9564, 0.9710)
H (1.3019, 0.3606, 1.1014)
H (1.5133, 1.5652, -0.7862)
H (-0.8289, 0.9334, 1.4896)
H (-1.0300, 1.8285, -1.1486)

Cartesian forces (eV/Å) of the 2 atoms listed first:
-0.1990 0.3578 0.0245
2.0917 2.0023 -1.6802

These are the natural (NBO) partial charges, in e, on atoms 1 to 8: -0.63 0.07 -0.74 0.04 -0.67 0.22 -0.33 0.23